# 1
The following is a quantum chemistry calculation of C50H51BiBrGeN10O2S2Se as an isolated structure, from OMol25.

```
119
C50H51BiBrGeN10O2S2Se ωB97M-V with the def2-TZVPD basis set
Bi 0.33448 0.15543 -0.58584
N -2.44764 1.37858 -3.86962
C -1.76304 0.52349 -3.08904
S -0.00458 0.71827 -3.09480
N -2.43135 -0.37295 -2.41812
N -1.56723 -1.13776 -1.68181
C -1.74561 -2.40526 -1.63374
C -2.95204 -3.08252 -2.17821
C -4.21377 -2.70261 -1.72771
C -5.34925 -3.29171 -2.25831
C -5.23275 -4.24970 -3.25905
C -3.97890 -4.61527 -3.72781
C -2.83968 -4.03827 -3.18422
C -0.56702 -3.20803 -1.19102
C -0.64222 -4.58046 -1.00690
C 0.53303 -5.29904 -0.83112
C 1.74171 -4.62777 -0.82922
C 1.72021 -3.24603 -0.95245
N 0.60230 -2.55059 -1.12663
H -1.94736 1.91792 -4.55164
H -3.42718 1.19521 -4.02548
H -4.29970 -1.94936 -0.95377
H -6.32711 -2.99881 -1.89678
H -6.12099 -4.70470 -3.67962
H -3.88655 -5.34788 -4.51992
H -1.86143 -4.31511 -3.56037
H -1.60422 -5.07505 -1.02037
H 0.49858 -6.37498 -0.71487
H 2.68344 -5.15109 -0.72587
H 2.63325 -2.66751 -0.91617
N 3.39989 0.96717 3.21035
C 3.26308 -0.40679 3.07096
C 4.08975 -1.23492 3.85138
C 3.94732 -2.59733 3.75363
C 2.97989 -3.11885 2.89465
C 2.23795 -2.22181 2.15853
N 2.37648 -0.88930 2.21406
C 2.47530 1.99665 2.95963
C 2.86889 3.29103 3.31280
C 1.97172 4.32237 3.14782
C 0.70942 4.04845 2.63276
C 0.42166 2.74019 2.31124
N 1.28132 1.72052 2.46094
H 4.18627 1.25695 3.76441
H 4.81031 -0.79674 4.53210
H 4.56797 -3.25309 4.35198
H 2.82111 -4.18466 2.79435
H 1.47133 -2.58382 1.47957
H 3.85856 3.47065 3.71771
H 2.24599 5.32948 3.43377
H -0.02545 4.83011 2.48928
H -0.55842 2.46553 1.93724
Br -6.30012 2.38514 -5.39784
C -5.56051 3.61263 -4.16241
C -6.28004 3.96640 -3.03199
C -5.72464 4.86457 -2.13494
C -4.43603 5.34562 -2.32990
C -3.72311 4.97902 -3.46125
C -4.30004 4.13430 -4.39727
N -3.95924 6.39185 -1.46914
N -2.82256 6.39510 -0.98126
C -1.93651 5.25870 -0.98702
C -0.61200 5.53380 -1.21565
C 0.38056 4.54467 -1.17476
C 0.06875 3.24012 -0.85812
O 0.97944 2.29862 -0.74449
C -1.30393 2.93721 -0.60060
N -1.58025 1.63846 -0.26643
C -2.79941 1.30146 0.08413
C -3.83155 2.24789 0.18290
C -3.57938 3.54793 -0.14540
C -2.30249 3.93385 -0.61721
H -7.27241 3.56737 -2.87001
H -6.28713 5.19614 -1.26925
H -2.73609 5.39179 -3.63095
H -3.77760 3.89236 -5.31265
H -0.34721 6.55726 -1.45892
H 1.41840 4.79789 -1.35616
H -2.97372 0.26497 0.33298
H -4.80454 1.94181 0.54226
H -4.34843 4.29750 -0.00707
C -1.69970 -2.34539 2.48378
S -0.77107 -0.83482 2.79961
O -1.71244 0.27087 2.42104
C -0.76921 -0.92563 4.58515
C 0.07794 -1.81907 5.22920
C 0.02907 -1.91034 6.61188
C -0.84979 -1.10713 7.33098
C -1.66964 -0.19981 6.67284
C -1.63167 -0.10178 5.28678
H -2.67082 -2.24526 2.97119
H -1.15420 -3.20807 2.87213
H -1.82274 -2.42734 1.40014
H 0.76883 -2.43349 4.65785
H 0.67888 -2.60399 7.13076
H -0.88770 -1.18480 8.41038
H -2.33860 0.43556 7.23938
H -2.25459 0.59741 4.74227
C 7.38969 -1.75503 -1.83497
Ge 5.48291 -1.84452 -1.44858
C 5.23960 -3.29495 -0.15976
C 4.51406 -2.17456 -3.10906
C 5.05054 -0.14652 -0.55816
Se 3.36231 0.81067 -0.73189
C 3.59904 1.27304 -2.60524
H 7.73846 -2.72211 -2.20352
H 7.95209 -1.51170 -0.93159
H 7.60564 -1.00135 -2.59444
H 5.32928 -4.26342 -0.65937
H 4.28696 -3.25173 0.36513
H 6.03352 -3.22919 0.58811
H 4.63581 -3.22721 -3.37410
H 4.94174 -1.57365 -3.91379
H 3.44553 -1.95734 -3.04281
H 5.79246 0.59172 -0.86675
H 5.18361 -0.29322 0.51706
H 3.67098 0.37031 -3.20538
H 4.50326 1.86930 -2.70135
H 2.73407 1.86186 -2.90516
```

Properties
DFT total energy = -291083.2762 eV
ΔE to the lowest compared entry with this formula, charge and spin = 56.5 kJ/mol
Net charge = +1
HOMO-LUMO gap = 6.73 eV
Max |F| = 0.0189 Eh/bohr
HOMO = -9.54 eV

Mulliken population analysis, charges in e, atoms 1 to 5: number 1, Bi, carries 1.940; number 2, N, carries -0.128; number 3, C, carries 0.230; number 4, S, carries -0.598; number 5, N, carries -0.953

# 2
The following is a quantum chemistry calculation of C50H51NP2PdS2 as an isolated structure, from OMol25.

```
107
C50H51NP2PdS2 ωB97M-V with the def2-TZVPD basis set
Pd -0.26449 0.36671 0.57779
S 2.88624 3.20010 1.11798
P 3.21901 1.23687 1.18378
C 1.88077 0.20194 1.22319
P 1.77500 -1.41815 1.61354
S -0.14040 -1.87353 2.02860
C 2.81414 -1.95634 3.04576
C 2.24051 -1.91254 4.31511
C 2.98285 -2.21851 5.44404
C 4.31991 -2.57143 5.32422
C 4.89725 -2.64202 4.06549
C 4.14289 -2.35099 2.93725
C 2.31107 -2.58744 0.29701
C 2.40307 -2.09035 -0.99725
C 2.76219 -2.92210 -2.05039
C 3.04794 -4.25701 -1.80904
C 2.94973 -4.76469 -0.51667
C 2.57239 -3.93600 0.52641
C 4.32797 1.03465 2.64385
C 5.71421 1.11984 2.56194
C 6.49693 1.06137 3.70716
C 5.90087 0.93010 4.95239
C 4.51639 0.86760 5.04401
C 3.73910 0.92315 3.89898
C 4.37657 0.82578 -0.20679
C 5.19801 -0.29696 -0.17546
C 5.94288 -0.67858 -1.28096
C 5.86818 0.05807 -2.45506
C 5.06810 1.19153 -2.49615
C 4.34484 1.57921 -1.37749
H 1.19525 -1.63860 4.39714
H 2.51829 -2.17150 6.42268
H 4.90845 -2.79373 6.20713
H 5.93735 -2.92743 3.95723
H 4.59278 -2.45463 1.95924
H 2.18644 -1.04197 -1.16952
H 2.80357 -2.52178 -3.05544
H 3.33059 -4.90929 -2.62804
H 3.15924 -5.81175 -0.32596
H 2.47790 -4.33766 1.52959
H 6.18621 1.23924 1.59370
H 7.57687 1.12096 3.62544
H 6.51137 0.87910 5.84712
H 4.04053 0.76509 6.01268
H 2.65793 0.87974 3.95808
H 5.26606 -0.87854 0.73290
H 6.56422 -1.56553 -1.23013
H 6.42793 -0.24981 -3.33087
H 5.00841 1.78298 -3.40303
H 3.75334 2.48483 -1.39626
C -0.04967 -0.77367 -6.06443
C -0.28146 -1.00269 -4.58979
C -0.50896 -2.28006 -4.10776
C -0.70855 -2.44949 -2.73009
C -0.88707 -3.82628 -2.14538
C -0.68724 -1.36205 -1.89214
C -0.44872 -0.02328 -2.33432
C -0.25014 0.09616 -3.73584
N -0.47514 0.97533 -1.42101
C -0.34877 2.38102 -1.80817
C 1.04212 2.73906 -2.36435
C 1.11526 4.21825 -2.75669
C 0.91187 5.08068 -1.50982
C -0.45316 4.75488 -0.90159
C -1.54272 5.12219 -1.90948
C -1.35636 4.27205 -3.16788
C 0.02220 4.54054 -3.78147
C -1.47392 2.79496 -2.78383
C -0.53204 3.26017 -0.55999
H -0.03233 -1.71948 -6.60936
H 0.90158 -0.26411 -6.23937
H -0.83551 -0.14825 -6.49702
H -0.50583 -3.13514 -4.77745
H -1.78248 -4.31610 -2.54018
H -0.96343 -3.77601 -1.05890
H -0.02691 -4.45740 -2.38808
H -0.80038 -1.53110 -0.82775
H -0.05610 1.05734 -4.18760
H 1.31387 2.11397 -3.21499
H 1.75295 2.53357 -1.56227
H 2.10122 4.42762 -3.18985
H 0.95973 6.14620 -1.77429
H 1.70149 4.87050 -0.78762
H -0.58961 5.33104 0.02075
H -1.48489 6.19141 -2.15461
H -2.53379 4.92856 -1.48517
H -2.13770 4.51678 -3.89820
H 0.09913 5.59037 -4.09268
H 0.15206 3.92244 -4.67836
H -1.47564 2.17581 -3.68351
H -2.42868 2.62053 -2.27891
H -1.50015 3.03632 -0.11543
H 0.24610 3.00812 0.16684
C -2.30204 0.11732 0.64789
C -3.24834 0.81300 -0.24854
C -3.59976 0.24818 -1.48081
C -4.50346 0.86887 -2.32500
C -5.08136 2.08327 -1.97148
C -4.73937 2.66337 -0.75586
C -3.84145 2.03280 0.09220
H -2.41699 -0.96142 0.52318
H -2.49869 0.35825 1.70033
H -3.12339 -0.68014 -1.77746
H -4.74407 0.41145 -3.27855
H -5.78005 2.57537 -2.63853
H -5.17234 3.61565 -0.46828
H -3.57319 2.49547 1.03645
```

Properties
DFT total energy = -97899.4066 eV
ΔE to the lowest compared entry with this formula, charge and spin = 46.4 kJ/mol
Net charge = -2
HOMO-LUMO gap = 5.53 eV
Max |F| = 0.0171 Eh/bohr
HOMO = -1.16 eV

Mulliken population analysis, charges in e, atoms 1 to 5: number 1, Pd, carries -1.027; number 2, S, carries -0.712; number 3, P, carries 1.127; number 4, C, carries -0.319; number 5, P, carries 1.758

# 3
The following is a quantum chemistry calculation of C50H52AgAsN7O5P as an isolated structure at a distorted geometry, from OMol25.

```
117
C50H52AgAsN7O5P ωB97M-V with the def2-TZVPD basis set
Ag 0.11534 1.39611 -0.37799
C 2.00214 0.92961 -4.65289
C 1.92354 1.15531 -3.13559
O 0.75334 1.14581 -2.65779
C 3.12534 1.32871 -2.47459
C 3.34104 1.50161 -1.08449
C 4.76474 1.71861 -0.60919
N 2.38774 1.48781 -0.20209
N 2.71194 1.81281 1.08021
C 1.78154 1.56321 1.97971
O 0.72624 0.87921 1.83821
C 2.02054 2.22301 3.28621
C 0.96284 2.30121 4.19261
C 1.09854 2.98521 5.38321
C 2.30244 3.59611 5.70191
C 3.36674 3.51031 4.81461
C 3.22714 2.83701 3.61711
H 1.62204 -0.06429 -4.88709
H 3.01724 1.01581 -5.02949
H 1.37034 1.65481 -5.16269
H 4.02324 1.32921 -3.08259
H 5.47154 1.75911 -1.43609
H 5.05104 0.91911 0.07371
H 4.79564 2.65271 -0.04899
H 0.03724 1.81551 3.92121
H 0.26424 3.04981 6.07291
H 2.41114 4.13841 6.63531
H 4.31114 3.97971 5.06941
H 4.04034 2.77871 2.91151
C -5.02356 3.72441 -2.93019
C -5.34036 4.22691 -1.52719
C -4.64416 3.39541 -0.43639
C -5.06086 3.94361 0.94651
C -4.46626 3.17941 2.12271
C -5.10176 1.95701 -0.52889
O -6.26366 1.62291 -0.69789
N -4.11976 1.05411 -0.34019
C -2.72896 1.33551 -0.19129
O -2.04206 0.36001 0.06751
N -2.28406 2.56281 -0.35789
C -3.10696 3.60041 -0.53859
O -2.71746 4.74641 -0.71939
H -5.47306 4.37931 -3.67509
H -5.41936 2.72121 -3.06959
H -3.94866 3.70451 -3.09479
H -6.42086 4.19171 -1.35729
H -4.99596 5.25781 -1.42569
H -6.15306 3.91651 1.00521
H -4.74006 4.98861 0.99111
H -4.84036 2.15921 2.15361
H -4.73376 3.66981 3.05711
H -3.38256 3.13981 2.05521
H -4.34296 0.06581 -0.37979
N -1.34486 6.59421 1.37271
C -0.45716 5.87801 0.58581
C -0.18916 4.52381 0.83611
N 0.64384 3.82541 0.08821
C 1.26674 4.48951 -0.89299
C 1.06854 5.84151 -1.07499
N 0.20754 6.55491 -0.34719
H -2.14906 6.05011 1.65321
H -1.60306 7.47101 0.93951
H -0.67976 4.00711 1.65011
H 1.93034 3.91251 -1.52119
H 1.60684 6.40851 -1.82519
C 0.85964 -3.14409 -0.46349
C 0.03814 -4.36769 -0.10059
As 0.93564 -6.11389 -0.34259
C 2.55194 -5.58159 0.62751
C 3.77894 -5.26829 0.05741
C 4.84914 -4.89759 0.85351
C 4.70364 -4.81549 2.22851
C 3.47924 -5.11509 2.80891
C 2.42074 -5.50439 2.01221
C 1.51174 -6.01239 -2.19999
C 2.53594 -6.86349 -2.63989
C 2.92004 -6.89379 -3.96299
C 2.27604 -6.08879 -4.89539
C 1.22054 -5.27879 -4.48319
C 0.83894 -5.25339 -3.15879
P 0.03284 -1.49549 -0.04849
C -0.33966 -1.80349 1.71301
C 0.76454 -2.15729 2.49311
C 0.68874 -2.20499 3.86891
C -0.49656 -1.87839 4.50611
C -1.59266 -1.49619 3.75081
C -1.52096 -1.46619 2.36791
C -1.42426 -1.86709 -1.10139
C -1.27446 -1.36339 -2.39399
C -2.24186 -1.58199 -3.35509
C -3.36516 -2.33579 -3.05069
C -3.51416 -2.84979 -1.77239
C -2.55546 -2.61359 -0.79649
H 1.04384 -3.09539 -1.54089
H 1.83744 -3.16589 0.02501
H -0.89056 -4.39379 -0.67849
H -0.24036 -4.33289 0.95951
H 3.88744 -5.28909 -1.01959
H 5.80044 -4.66229 0.39531
H 5.53554 -4.50629 2.84561
H 3.35354 -5.04209 3.88061
H 1.45874 -5.72939 2.46301
H 3.03054 -7.49909 -1.90969
H 3.72524 -7.54739 -4.27869
H 2.58724 -6.09759 -5.93099
H 0.70094 -4.66509 -5.20729
H 0.00574 -4.62839 -2.86329
H 1.71664 -2.35099 2.02081
H 1.56524 -2.46849 4.44941
H -0.55086 -1.88689 5.58711
H -2.50676 -1.19919 4.25361
H -2.36956 -1.11819 1.79971
H -0.40056 -0.76109 -2.61819
H -2.12686 -1.14599 -4.33869
H -4.12436 -2.50559 -3.80639
H -4.39556 -3.43689 -1.53689
H -2.70056 -3.01949 0.19741
```

Properties
DFT total energy = -147491.6189 eV
ΔE to the lowest compared entry with this formula, charge and spin = 79.2 kJ/mol
Net charge = -2
HOMO-LUMO gap = 4.60 eV
Max |F| = 0.0260 Eh/bohr
HOMO = -0.69 eV

Mulliken population analysis, charges in e, atoms 1 to 5: number 1, Ag, carries 1.507; number 2, C, carries -1.561; number 3, C, carries 0.928; number 4, O, carries -0.738; number 5, C, carries -1.050

# 4
The following is a quantum chemistry calculation of a 8-piece molecular cluster, C50H52BF9N2O3Si overall at a distorted geometry, from OMol25.

```
118
C50H52BF9N2O3Si ωB97M-V with the def2-TZVPD basis set
C 1.96679 2.38659 -0.44714
C 2.44264 1.02990 -1.21540
C 2.52897 -0.15271 -0.12253
C 1.18049 -1.03283 -0.19795
N -0.06913 -0.17668 -0.11421
Si -1.18147 -0.72281 -1.39957
B -2.45139 0.62119 -2.00864
O -2.70792 0.70003 -3.44804
C -3.23816 1.70325 -1.09178
C -4.09360 1.06406 0.12126
N -1.90985 -2.29668 -0.88233
C -2.40991 -3.10492 -2.01001
O -1.70530 -4.08809 -2.37005
F -3.61962 -2.85374 -2.72343
C -2.88896 -2.15499 0.19250
O -2.62924 -1.71453 1.34704
F -4.25990 -2.58186 0.00552
H 1.53347 2.16547 0.59060
H 2.88255 3.05300 -0.29172
H 1.16901 2.93898 -1.06298
H 1.68090 0.79594 -2.04547
H 3.48984 1.15685 -1.68648
H 3.42505 -0.81314 -0.41561
H 2.74210 0.24114 0.93656
H 1.24625 -1.65437 -1.16289
H 1.18144 -1.75322 0.69542
H -0.44738 -0.37769 0.82966
H -0.32406 -1.04104 -2.56838
H -2.39770 -0.12174 -3.89288
H -2.54793 2.54099 -0.68065
H -4.00299 2.25829 -1.76848
H -4.58496 0.09361 -0.28332
H -3.40168 0.81835 0.99987
H -4.90611 1.79761 0.48774
F -4.78265 1.39357 2.44149
C -4.95895 1.07724 3.73587
C -5.38413 2.05319 4.62425
C -5.57129 1.72385 5.96304
C -5.32056 0.42470 6.39980
C -4.88909 -0.54588 5.49945
C -4.71242 -0.21979 4.15853
H -5.56609 3.06047 4.26746
H -5.91118 2.47774 6.66548
H -5.46258 0.16946 7.44559
H -4.69041 -1.55607 5.84212
H -4.38550 -0.96470 3.44183
F -8.54393 -7.39507 -0.49970
C -7.28147 -7.06489 -0.81300
C -6.83850 -5.77158 -0.58188
C -5.52800 -5.43062 -0.90202
C -4.67884 -6.38451 -1.45981
C -5.13618 -7.67875 -1.69209
C -6.44311 -8.02309 -1.36187
H -7.51605 -5.04108 -0.15501
H -5.16836 -4.42369 -0.71839
H -3.65747 -6.11659 -1.71367
H -4.47483 -8.41908 -2.13036
H -6.81335 -9.02811 -1.52758
F 4.40391 1.52095 0.91588
C 5.52385 1.48207 1.65516
C 6.37268 0.39106 1.54781
C 7.53619 0.35293 2.31004
C 7.83179 1.40133 3.17867
C 6.96935 2.48949 3.28178
C 5.81145 2.53332 2.51180
H 6.12180 -0.41906 0.87260
H 8.21134 -0.49240 2.22815
H 8.73750 1.36876 3.77623
H 7.19903 3.30322 3.96174
H 5.13327 3.37659 2.57267
F -5.29325 -7.36734 -7.46573
C -4.16250 -7.43327 -6.74629
C -3.33381 -8.53679 -6.87997
C -2.15874 -8.60292 -6.13774
C -1.83132 -7.56964 -5.26231
C -2.67358 -6.46854 -5.13249
C -3.84321 -6.39685 -5.88267
H -3.60923 -9.33475 -7.55988
H -1.49924 -9.45833 -6.24043
H -0.91651 -7.62409 -4.68027
H -2.41910 -5.66643 -4.44700
H -4.50616 -5.54331 -5.80089
F 2.35048 1.74894 -4.37607
C 3.61372 2.07356 -4.68885
C 4.05771 3.36821 -4.46841
C 5.36969 3.70421 -4.78618
C 6.21963 2.74383 -5.33125
C 5.76120 1.44807 -5.55329
C 4.45238 1.10879 -5.22505
H 3.37956 4.10374 -4.05103
H 5.72978 4.71194 -4.61033
H 7.24217 3.00784 -5.58289
H 6.42317 0.70254 -5.98157
H 4.08120 0.10267 -5.38232
F 6.19898 6.00546 -2.61299
C 7.30430 5.44169 -2.10121
C 7.29037 4.09546 -1.76451
C 8.43793 3.51030 -1.23867
C 9.58333 4.27919 -1.04526
C 9.58488 5.62994 -1.38196
C 8.44131 6.21369 -1.91803
H 6.38756 3.51424 -1.91425
H 8.43982 2.45673 -0.97916
H 10.47684 3.82265 -0.63082
H 10.47668 6.22822 -1.22680
H 8.42789 7.26178 -2.19379
F -5.93525 3.89014 8.94343
C -4.69477 4.37524 8.77341
C -3.65274 3.50098 8.50634
C -2.36812 4.00324 8.32498
C -2.13849 5.37382 8.42356
C -3.19185 6.24226 8.69714
C -4.47862 5.74127 8.86761
H -3.84899 2.43697 8.44148
H -1.54696 3.32827 8.10788
H -1.13509 5.76474 8.28630
H -3.01063 7.30902 8.77760
H -5.31189 6.40337 9.07237
```

Properties
DFT total energy = -94826.5171 eV
HOMO-LUMO gap = 8.80 eV
Structure (SMILES) = CCCCN[Si@H](B(O)CC)N(C(=O)F)C(=O)F.Fc1ccccc1.Fc1ccccc1.Fc1ccccc1.Fc1ccccc1.Fc1ccccc1.Fc1ccccc1.Fc1ccccc1
Max |F| = 0.1202 Eh/bohr
HOMO = -9.11 eV

Mulliken population analysis, charges in e, atoms 1 to 5: number 1, C, carries -1.140; number 2, C, carries 0.355; number 3, C, carries -0.658; number 4, C, carries -0.637; number 5, N, carries -0.152

Q: What is the HOMO-LUMO gap in the third record?
A: 4.60 eV

Q: Which of these has the lowest max |F|?
A: C50H51NP2PdS2